Here is a 6-piece molecular cluster, C42H35F2INO21 overall from the Open Molecules 2025 dataset. Energies are from wB97M-V/def2-TZVPD.

```
102
Properties=species:S:1:pos:R:3:forces:R:3
C 1.133612 -3.190635 0.333701 -0.3 0.1 -1.0
C 0.348861 -3.867043 -0.928906 1.6 0.9 -0.3
C 1.521347 -4.578077 -1.809701 0.0 0.7 0.5
C -0.204211 -2.639907 -1.810324 0.4 -0.5 0.0
C -1.462147 -2.988025 -2.754195 1.8 1.2 -0.6
N -2.624676 -3.602760 -2.006961 -2.9 -1.0 1.6
C -3.571329 -2.704308 -1.344090 -2.6 -1.9 1.6
C -3.358254 -1.124583 -1.364919 0.6 -0.2 -0.4
C -4.253429 -0.302926 -0.340196 -1.4 0.1 3.4
O -4.399539 -0.517140 0.868968 0.8 0.7 -5.1
F -4.966906 0.825567 -0.890626 2.0 -2.6 0.6
C -4.829807 -3.249998 -0.587064 2.5 -3.4 -1.8
C -5.090494 -4.803897 -0.493352 3.5 2.0 -2.1
C -4.040742 -5.700138 -1.187890 -0.3 2.6 0.3
F -4.184482 -7.120296 -1.150455 0.7 4.1 -0.2
C -2.820823 -5.042911 -1.929521 -2.2 -0.3 1.4
I -1.440330 -6.505046 -2.818753 -1.4 1.4 0.7
H 1.419090 -3.956057 1.124107 -0.6 1.2 -1.2
H 0.525803 -2.304627 0.752244 0.8 -1.6 -0.3
H 2.103336 -2.714761 -0.087233 -1.5 -0.8 0.8
H -0.462822 -4.602455 -0.593682 1.2 1.1 -0.4
H 1.154253 -4.972389 -2.816553 0.5 0.4 1.4
H 2.300656 -3.752234 -2.019755 -1.2 -1.3 0.2
H 2.066521 -5.378447 -1.202233 -0.9 0.9 -1.0
H -0.361483 -1.747160 -1.114562 -0.2 -1.1 -1.1
H 0.657038 -2.335316 -2.525197 -1.8 -0.4 1.4
H -1.068781 -3.662655 -3.594328 -1.1 0.6 1.4
H -1.765757 -2.003693 -3.285248 0.0 -1.7 1.0
H -2.255618 -0.929444 -1.064981 -1.8 -0.1 -0.5
H -3.502428 -0.723879 -2.422929 0.2 -0.5 1.5
H -5.612431 -2.594766 -0.084501 1.6 -0.7 -0.9
H -6.003209 -5.181557 0.075085 1.5 0.4 -1.0
C 2.018961 0.365226 -4.898921 -0.1 -0.5 0.3
C 2.054509 1.040798 -6.050628 0.2 1.5 0.5
C 1.913072 0.346533 -7.362898 0.0 -0.4 -0.8
O 1.931104 0.995592 -8.392330 0.0 0.1 0.5
C 1.760399 -1.112988 -7.355484 0.0 0.2 -0.1
C 1.728577 -1.786749 -6.204309 -0.1 -1.1 -0.6
C 1.842429 -1.088941 -4.892642 0.2 0.8 0.4
O 1.789989 -1.737604 -3.856919 0.3 -0.1 -0.7
O 1.589905 -3.143499 -6.181843 0.0 1.1 0.6
O 2.220097 2.390339 -6.072306 -0.2 -1.4 -0.6
H 2.117986 0.856652 -3.939833 0.0 0.0 0.0
H 1.676582 -1.607117 -8.314222 0.0 0.0 0.0
H 1.594983 -3.389379 -5.236377 0.1 0.0 -0.2
H 2.210101 2.638708 -7.018252 0.0 0.1 0.1
C 3.609967 1.185445 2.537440 0.0 0.4 -0.2
C 3.174356 0.689495 1.377910 1.0 -0.1 -0.3
C 1.749796 0.825426 0.960679 -0.6 0.2 0.1
O 1.389453 0.374752 -0.117206 0.3 -0.1 0.0
C 0.826170 1.499823 1.877848 0.1 -0.3 -0.5
C 1.260762 1.993576 3.040074 -1.4 0.6 0.6
C 2.691109 1.881545 3.444641 0.8 0.0 0.3
O 3.056427 2.358727 4.502950 -0.5 -0.1 -0.3
O 0.414540 2.619328 3.901348 1.2 -0.8 -0.5
O 4.017810 0.036198 0.524973 -1.1 0.3 0.3
H 4.641260 1.095264 2.851061 -0.1 0.0 0.0
H -0.208530 1.576265 1.571304 0.0 0.0 0.0
H 0.968176 2.885671 4.662865 -0.1 0.2 -0.1
H 3.465760 -0.223058 -0.238449 0.1 0.0 0.1
C 0.980576 6.683224 6.467840 0.0 -0.3 -0.4
C 0.206153 7.397838 7.287898 1.1 0.6 0.9
C -1.276902 7.419341 7.133525 -0.8 0.0 -0.1
O -1.954214 8.067480 7.911454 0.5 -0.1 -0.1
C -1.864612 6.650340 6.031042 0.0 0.2 0.3
C -1.089641 5.939038 5.209732 -1.1 -0.4 -0.8
C 0.390281 5.896232 5.381340 0.8 0.2 0.3
O 1.065327 5.219906 4.621408 -0.4 0.1 0.0
O -1.621167 5.221562 4.179928 1.1 0.5 0.7
O 0.739941 8.135320 8.299354 -1.1 -0.6 -0.8
H 2.057365 6.657241 6.570079 0.0 0.0 0.0
H -2.939874 6.688142 5.918939 0.0 0.0 0.0
H -0.859053 4.796398 3.738248 -0.2 0.0 0.1
H -0.022149 8.555020 8.745338 0.1 0.0 0.0
C 2.851597 -2.069756 5.816627 -0.1 -0.1 0.2
C 2.969644 -2.183475 4.492678 0.3 1.2 -0.1
C 2.724307 -3.477859 3.798516 -0.1 -0.8 0.0
O 2.824887 -3.534624 2.582925 0.3 0.3 0.5
C 2.372809 -4.642249 4.616403 0.1 0.2 -0.5
C 2.257510 -4.531405 5.942269 -0.4 -1.4 0.3
C 2.476727 -3.228954 6.634474 0.1 0.7 0.4
O 2.345160 -3.159837 7.843209 0.0 -0.4 -0.4
O 1.934647 -5.603782 6.714867 0.3 1.4 -0.3
O 3.318147 -1.117462 3.715565 -0.5 -1.6 0.4
H 3.024903 -1.134233 6.332233 0.0 0.0 0.0
H 2.214577 -5.580230 4.101201 0.0 0.0 0.0
H 1.912333 -5.266098 7.632325 0.0 -0.1 -0.1
H 3.332385 -1.461430 2.800226 0.1 0.1 0.1
C -2.218368 4.354365 -3.986687 0.0 0.1 -0.2
C -2.220614 3.186609 -3.341142 0.1 0.5 1.2
C -2.330247 1.893184 -4.075144 -0.1 -0.3 -0.8
O -2.309946 0.839237 -3.452293 0.0 0.2 0.3
C -2.464168 1.938954 -5.532996 0.1 -0.4 0.6
C -2.465451 3.107648 -6.179844 -0.2 -0.5 -1.6
C -2.328354 4.399791 -5.448722 0.1 0.8 0.5
O -2.315073 5.445071 -6.071986 0.0 -0.5 -0.1
O -2.591509 3.164704 -7.531728 0.2 0.5 1.5
O -2.121427 3.129908 -1.982733 -0.1 -0.6 -1.2
H -2.137238 5.299484 -3.466353 0.0 0.0 0.0
H -2.560627 0.994350 -6.051532 0.0 0.0 0.0
H -2.562439 4.116431 -7.756043 0.0 -0.1 -0.1
H -2.144227 2.180100 -1.760190 0.0 0.2 0.0
```
Forces are in eV/Å.

The energy above the lowest of the compared OMol25 structures with the same formula, charge and spin comes out at 104.0 kcal per mole. As for the orbital gap: 0.232 hartree. The total charge is +1. The HOMO energy is -0.4056 Ha. As for the lowest unoccupied orbital energy: -4.71 eV.

Löwdin atomic charge list, values in e, 8 entries: C -0.09; C -0.37; C -0.12; C -0.15; C -0.14; N -0.04; C -0.04; C -0.03